One molecule with the formula C3ClF2I. Source: the OMol25 dataset; level of theory: wB97M-V/def2-TZVPD.

Output
Kohn-Sham gap: 7.0 eV
relative energy (zero: lowest compared OMol25 entry of this formula, charge and spin): 0.0 kJ/mol

Each line ends with the Löwdin charge.
Positions of all 7 atoms, in Å:
I: 2.79 -0.06 0.01  0.85
Cl: -1.44 -1.78 0.12  0.67
F: 0.19 1.76 0.04  0.12
F: -1.85 1.06 0.08  0.16
C: 1.07 -1.10 -0.39  -0.58
C: -0.16 -0.59 0.02  -0.82
C: -0.59 0.70 0.11  -0.39

=====

An isolated ion of composition C5H14N2 and charge -1. Source: the OMol25 dataset; level of theory: wB97M-V/def2-TZVPD.

Output
Kohn-Sham gap (spin up / spin down): 2.5 / 9.1 eV
relative energy (zero: lowest compared OMol25 entry of this formula, charge and spin): 93.4 kJ/mol
net charge: -1
spin multiplicity: 2

Each line ends with the Löwdin charge.
Positions of all 21 atoms, in Å:
N: -0.96 0.78 -0.45  -0.08
N: -1.93 3.00 -0.44  -0.04
C: 0.38 -1.73 1.06  -0.31
C: 0.11 -1.46 -0.39  -0.35
C: 1.89 -1.81 1.48  -0.16
C: -0.76 2.23 -0.77  -0.48
C: 0.24 0.06 -0.77  -0.39
H: 1.93 -2.27 2.48  0.05
H: 0.05 -0.85 1.61  0.09
H: 1.20 0.32 -0.32  0.09
H: -0.89 -1.76 -0.72  0.05
H: -0.25 -2.57 1.38  0.08
H: -2.28 2.90 0.50  0.04
H: 0.10 2.44 -0.11  0.10
H: 0.56 0.05 -1.86  0.06
H: 2.54 -2.24 0.72  0.05
H: -0.47 2.44 -1.80  0.06
H: -2.64 2.84 -1.14  0.00
H: 0.70 -2.01 -1.13  0.07
H: -1.74 0.42 -1.00  0.02
H: 2.24 -0.78 1.66  0.05

=====

One molecule with the formula C3H4N2O. Source: the OMol25 dataset; level of theory: wB97M-V/def2-TZVPD.

Output
Kohn-Sham gap: 10.8 eV
SMILES string: C#CC(=O)NN
relative energy (zero: lowest compared OMol25 entry of this formula, charge and spin): 315.3 kJ/mol

Each line ends with the Löwdin charge.
Positions of all 10 atoms, in Å:
O: 0.06 1.89 -0.03  0.07
N: -2.10 0.05 -0.03  0.03
N: -0.77 -0.26 -0.10  -0.07
C: 1.57 0.15 -0.09  -0.03
C: 0.22 0.68 -0.05  -0.52
C: 2.74 -0.18 0.00  0.15
H: -2.58 -0.53 -0.71  0.09
H: -2.50 -0.19 0.88  0.10
H: -0.44 -1.24 0.14  0.17
H: 3.78 -0.38 0.00  0.03

=====

An isolated ion of composition C6H10N3 and charge +1. Source: the OMol25 dataset; level of theory: wB97M-V/def2-TZVPD.

Output
Kohn-Sham gap: 8.8 eV
SMILES string: CC(C)=Nn1cc[nH+]c1
relative energy (zero: lowest compared OMol25 entry of this formula, charge and spin): 334.1 kJ/mol
net charge: +1

Each line ends with the Löwdin charge.
Positions of all 19 atoms, in Å:
N: 0.36 0.75 1.19  0.10
N: 1.10 -2.55 0.22  0.09
N: 0.39 -0.62 0.82  -0.14
C: -0.80 -1.33 0.66  0.05
C: -0.11 1.41 0.13  -0.27
C: 1.53 -1.30 0.57  0.00
C: -1.48 2.14 0.19  -0.02
C: -0.29 -2.63 0.28  0.00
C: 0.66 1.44 -1.23  -0.01
H: 2.54 -0.85 0.63  0.18
H: -0.90 -3.53 0.08  0.14
H: -1.91 2.08 -0.85  0.10
H: 1.78 -3.27 -0.04  0.18
H: 1.51 2.16 -1.18  0.11
H: 1.09 0.45 -1.52  0.08
H: -1.34 3.23 0.40  0.11
H: -0.09 1.71 -2.02  0.09
H: -1.83 -0.96 0.80  0.14
H: -2.22 1.66 0.87  0.09

=====

One molecule with the formula C2Cl2S. Source: the OMol25 dataset; level of theory: wB97M-V/def2-TZVPD.

Output
Kohn-Sham gap: 7.4 eV
SMILES string: ClC1=C(Cl)S1
relative energy (zero: lowest compared OMol25 entry of this formula, charge and spin): 167.3 kJ/mol

Each line ends with the Löwdin charge.
Positions of all 5 atoms, in Å:
Cl: 2.37 0.66 -0.08  0.40
Cl: -2.08 0.99 -0.08  0.76
S: -0.16 -1.70 -0.08  0.71
C: 0.56 -0.08 0.25  -0.83
C: -0.68 0.14 -0.02  -1.03

=====

A 12-piece molecular cluster, C12H36N12O24 overall. Source: the OMol25 dataset; level of theory: wB97M-V/def2-TZVPD.

Output
Kohn-Sham gap: 10.4 eV
SMILES string: C[N+](=O)[O-].C[N+](=O)[O-].C[N+](=O)[O-].C[N+](=O)[O-].C[N+](=O)[O-].C[N+](=O)[O-].C[N+](=O)[O-].C[N+](=O)[O-].C[N+](=O)[O-].C[N+](=O)[O-].C[N+](=O)[O-].C[N+](=O)[O-]
relative energy (zero: lowest compared OMol25 entry of this formula, charge and spin): 13.5 kJ/mol

Each line ends with the Löwdin charge.
Positions of all 84 atoms, in Å:
O: -0.20 -6.71 22.56  0.11
O: -4.43 -8.04 22.70  0.05
O: -7.92 -4.72 25.05  0.05
O: -6.66 -6.11 21.58  0.03
O: -2.05 -6.00 21.76  0.01
O: -1.61 -4.99 17.10  0.06
O: -3.22 -5.49 26.66  0.07
O: -2.81 -8.88 21.57  0.06
O: -3.75 -2.27 24.33  0.03
O: -10.71 -4.50 20.38  0.06
O: -5.71 -1.60 24.85  0.08
O: -4.92 -4.71 25.61  0.05
O: -10.30 -10.14 21.75  0.07
O: -9.94 -4.19 25.60  0.08
O: -3.03 -2.59 20.90  0.04
O: -9.26 -1.69 23.24  0.10
O: -8.13 -3.19 22.23  0.03
O: -7.08 1.04 21.99  0.07
O: -5.39 1.26 23.31  0.06
O: -1.02 -2.72 20.10  0.07
O: -5.92 -4.57 20.33  0.04
O: -10.27 -6.61 20.27  0.06
O: -9.01 -10.20 20.02  0.06
O: -3.50 -4.27 16.35  0.08
N: -3.92 -8.41 21.66  -0.42
N: -9.34 -9.77 21.11  -0.44
N: -1.82 -2.77 21.00  -0.43
N: -6.02 -5.08 21.43  -0.40
N: -8.82 -2.19 22.24  -0.42
N: -4.26 -5.63 26.04  -0.43
N: -10.09 -5.45 19.95  -0.41
N: -0.96 -6.52 21.64  -0.43
N: -2.78 -4.69 17.22  -0.45
N: -9.13 -4.70 24.86  -0.44
N: -4.51 -1.51 24.91  -0.43
N: -5.97 0.74 22.37  -0.43
C: -4.76 -7.00 25.83  0.05
C: -5.37 -4.45 22.60  0.05
C: -3.91 -0.41 25.70  0.06
C: -8.95 -5.22 19.01  0.06
C: -5.28 -0.37 21.68  0.04
C: -9.63 -5.43 23.67  0.03
C: -1.33 -3.02 22.39  0.05
C: -8.53 -8.67 21.69  0.02
C: -3.35 -4.83 18.57  0.02
C: -0.46 -6.73 20.27  0.04
C: -9.26 -1.62 20.93  0.06
C: -4.73 -8.22 20.41  0.07
H: -5.98 -4.73 23.46  0.07
H: -9.33 -5.18 17.99  0.11
H: -9.35 -0.55 21.11  0.09
H: -2.56 -4.85 19.32  0.06
H: -2.06 -3.60 22.93  0.07
H: -9.19 -8.04 22.29  0.07
H: -5.71 -0.53 20.70  0.10
H: -10.40 -4.75 23.30  0.10
H: -4.64 -7.57 26.75  0.10
H: -0.38 -3.54 22.31  0.09
H: -10.16 -6.32 24.01  0.11
H: -1.28 -7.16 19.70  0.09
H: -4.37 -8.95 19.69  0.10
H: 0.35 -7.45 20.20  0.10
H: -8.05 -8.10 20.91  0.06
H: -4.55 -7.20 20.07  0.07
H: -10.16 -2.17 20.66  0.08
H: -5.40 -3.37 22.52  0.06
H: -8.41 -4.30 19.22  0.08
H: -8.29 -6.06 19.14  0.08
H: -1.17 -2.02 22.80  0.10
H: -5.38 -1.25 22.31  0.07
H: -4.20 -7.49 25.03  0.08
H: -4.14 -4.11 18.72  0.08
H: -5.75 -8.44 20.69  0.07
H: -4.36 -4.84 22.61  0.10
H: -5.80 -6.91 25.54  0.09
H: -0.20 -5.78 19.80  0.10
H: -4.23 -0.10 21.63  0.10
H: -3.51 -0.82 26.61  0.11
H: -8.40 -1.78 20.29  0.09
H: -8.87 -5.68 22.95  0.06
H: -3.10 -0.06 25.06  0.10
H: -4.65 0.38 25.78  0.09
H: -7.82 -9.17 22.35  0.11
H: -3.84 -5.81 18.64  0.09

=====

F_max values (in eV/Å) by entry order: 0.99, 3.16, 3.21, 4.62, 3.83, 1.81.